39
Properties=species:S:1:pos:R:3:forces:R:3 method="wB97M-V/def2-TZVPD" de_lowest_ev=0.952 e_tot_ev=-82630.1874 total_charge=+2 spin_multiplicity=5 lumo_ev="-7.703 / -9.864" homo_energy_ev="-14.48 / -15.83" orbital_gap_ev="6.773 / 5.966" largest_force_ev_per_a=7.30
C 0.00065 0.06259 -4.95395 -0.01 -0.50 -0.35
C 0.00299 0.31952 -3.49809 0.05 5.15 1.63
H 0.00635 0.92014 -5.64688 0.01 0.32 1.09
H -0.88115 -0.50104 -5.19141 -0.42 -0.68 -0.14
H 0.87324 -0.51535 -5.19162 0.41 -0.68 -0.14
O 0.01285 1.37372 -2.90995 -0.03 -3.37 -1.77
I -0.01368 -1.44849 -1.96651 -0.01 -1.45 -1.83
Co -0.00072 -0.06633 0.02915 -0.02 -1.98 -0.44
P 2.27199 -0.08003 0.62415 1.74 -0.12 0.98
C 3.10283 0.99239 1.86753 -0.23 0.17 -0.48
C 2.46923 -1.73334 1.38161 0.28 -0.05 -0.71
H 3.52569 -2.05424 1.38212 -0.43 0.11 -0.09
H 4.28627 0.22905 -0.70062 -0.45 -0.07 -0.24
H 1.84411 -2.44812 0.83587 0.27 -0.11 0.17
H 3.02948 -0.70727 -1.60513 0.14 0.05 0.12
H 2.84759 0.69619 2.88930 -0.07 -0.02 -0.23
H 2.10999 -1.66129 2.40517 0.05 -0.04 -0.02
C 3.20879 0.13149 -0.92875 0.49 -0.38 0.44
H 4.19829 0.92025 1.73515 -0.51 0.00 -0.01
H 2.84941 1.03825 -1.40049 0.06 0.28 -0.14
H 2.78252 2.02422 1.70547 0.21 0.03 0.12
P -2.27297 -0.03805 0.62666 -1.74 -0.09 0.99
C -3.08260 1.05173 1.86879 0.23 0.17 -0.48
C -3.20669 0.18769 -0.92604 -0.50 -0.37 0.44
H -1.88976 -2.41331 0.84351 -0.27 -0.11 0.17
H -3.56343 -1.98614 1.38944 0.43 0.11 -0.10
H -2.14011 -1.61789 2.41101 -0.05 -0.04 -0.02
C -2.50099 -1.68555 1.38779 -0.28 -0.05 -0.72
H -3.04390 -0.65607 -1.60046 -0.14 0.05 0.13
H -4.28184 0.30588 -0.69683 0.45 -0.08 -0.24
H -4.17941 1.00046 1.73669 0.51 -0.01 -0.01
H -2.74258 2.07712 1.70567 -0.21 0.03 0.12
H -2.83069 1.08630 -1.40028 -0.06 0.28 -0.14
H -2.83289 0.75157 2.89080 0.07 -0.02 -0.23
C 0.01442 1.71776 -0.24274 0.07 7.17 1.37
O 0.02387 2.83374 0.06487 -0.03 -3.72 -1.41
O 0.00400 0.18211 4.20177 -0.01 -0.41 -2.45
C 0.00068 -0.02880 3.02928 0.02 0.39 2.70
N -0.00183 -0.26086 1.84794 -0.01 0.01 1.91

=====

43
Properties=species:S:1:pos:R:3:forces:R:3 method="wB97M-V/def2-TZVPD" e_tot_ev=-59941.5207 lumo_ev=-0.537 homo_energy_ev=-8.84 orbital_gap_ev=8.302 largest_force_ev_per_a=4.77
C 3.83024 -3.11120 2.31687 -0.41 -0.78 0.88
C 2.61572 -2.07321 2.69071 -1.02 1.42 -4.06
I 2.25068 -1.78220 4.87338 0.43 -0.40 -1.85
C 1.79188 -1.32721 1.70078 2.52 -2.03 3.51
I 2.14678 -1.52029 -0.49320 -0.26 0.08 1.86
Si 0.32705 -0.11035 2.17082 -0.61 -1.49 -1.70
O -1.15981 -1.04931 1.82713 1.58 -1.18 2.07
Si -1.24843 -2.45081 2.88542 0.81 1.74 -0.58
C -2.64152 -3.71273 2.44693 -1.39 -0.22 -0.45
F -2.02216 -4.75199 1.57308 -2.82 2.57 2.59
F -3.71531 -2.95201 1.73276 2.61 -2.96 1.74
F -3.24205 -4.27314 3.69779 1.59 1.06 -4.27
H 4.86880 -2.74395 2.71219 -2.10 -0.45 -0.70
H 3.92562 -3.37838 1.18162 -0.47 0.94 2.13
H 3.60841 -4.14238 2.87567 0.42 2.29 -1.11
H 0.31554 0.23434 3.58856 0.01 -0.06 0.19
H 0.40470 1.09813 1.31007 -0.19 -0.42 0.10
H 0.02418 -3.21423 2.88494 -0.41 0.00 -0.28
H -1.42459 -2.01312 4.29134 -0.37 0.03 -0.27
C -2.98487 1.40573 -3.08444 0.04 0.13 -0.24
C -2.26200 0.62176 -2.02410 0.34 -0.42 0.61
O -1.06598 0.34873 -2.10882 -0.25 0.27 -0.08
N -2.98134 0.21076 -0.93974 0.59 0.24 -0.77
C -4.38184 0.43461 -0.66818 0.12 -0.24 0.33
H -2.29079 1.66702 -3.88744 -0.05 -0.13 0.25
H -3.79318 0.80278 -3.50773 -0.04 0.20 0.06
H -3.38416 2.33006 -2.65741 -0.13 -0.13 -0.11
H -2.43471 -0.31152 -0.26478 -0.09 0.06 0.00
H -4.46299 0.97836 0.27601 -0.29 0.00 -0.08
H -4.86916 -0.53824 -0.56848 -0.24 0.18 0.03
H -4.87267 1.00536 -1.45735 0.18 -0.11 0.11
C 3.46293 3.63259 -1.29036 0.22 0.15 0.16
C 2.12090 2.99130 -1.06863 -0.78 -0.37 0.21
O 1.55945 3.00265 0.02538 0.34 0.07 -0.35
N 1.52639 2.38210 -2.13523 0.36 0.50 0.74
C 2.02836 2.26841 -3.48444 -0.38 -0.21 0.08
H 3.81712 4.07871 -0.35744 -0.21 -0.15 -0.15
H 4.18769 2.87894 -1.61102 -0.01 0.17 -0.11
H 3.37886 4.42262 -2.04199 0.16 -0.14 -0.02
H 0.62598 1.97104 -1.91738 0.06 -0.18 -0.14
H 1.30748 2.73954 -4.15683 0.21 -0.07 -0.22
H 2.11076 1.20665 -3.72882 0.09 0.10 -0.25
H 3.00202 2.74410 -3.60762 -0.19 -0.06 0.11

=====

44
Properties=species:S:1:pos:R:3:forces:R:3 method="wB97M-V/def2-TZVPD" de_lowest_ev=0.745 e_tot_ev=-89713.4949 total_charge=+2 spin_multiplicity=2 lumo_ev="-9.744 / -9.487" homo_energy_ev="-14.98 / -14.98" orbital_gap_ev="5.234 / 5.493" largest_force_ev_per_a=9.03
C -0.99722 2.68835 -6.67892 0.05 0.07 0.25
C -0.90786 1.51564 -5.72247 -0.59 -3.23 -2.09
H -1.19913 2.29735 -7.68978 0.10 0.03 0.53
H -0.05478 3.25097 -6.67942 -0.22 -0.13 0.11
H -1.80538 3.36604 -6.37484 0.23 -0.16 0.03
O -1.03960 0.35264 -6.02003 0.39 3.04 1.05
I -0.50326 1.93516 -3.59659 0.09 0.33 0.37
Ti 0.11213 -0.04184 0.65103 0.51 2.25 1.99
P -2.34207 -0.10523 0.67372 -1.93 -0.03 0.35
C -3.25752 -1.59925 1.17158 0.44 -0.22 -0.19
C -2.65805 1.04568 2.06314 0.50 0.06 -0.02
H -3.73979 1.20844 2.13912 0.20 0.02 -0.08
H -4.24404 0.82061 -0.53494 0.21 -0.07 0.06
H -2.14457 1.99537 1.86478 -0.26 -0.03 0.19
H -2.67906 1.51044 -1.08397 -0.22 -0.12 -0.01
H -2.80051 -1.99336 2.08761 -0.16 0.05 -0.16
H -2.28245 0.62413 3.00632 -0.13 0.09 -0.30
C -3.19620 0.59738 -0.76602 0.29 -0.04 -0.18
H -4.31568 -1.36830 1.35423 0.31 0.06 -0.11
H -3.14809 -0.12643 -1.58701 -0.06 0.16 0.06
H -3.17333 -2.35130 0.37884 -0.16 0.05 0.17
P 2.39669 -0.42882 -0.16060 1.91 -0.30 -0.33
C 3.22099 -2.04217 0.02741 -0.50 -0.16 -0.02
C 2.79504 0.19108 -1.81974 -0.33 0.00 -0.07
H 2.89654 1.64942 0.97998 0.31 -0.07 0.09
H 4.37020 0.65134 0.71335 -0.21 0.05 0.00
H 3.23011 0.24432 2.03693 0.03 0.08 -0.33
C 3.31562 0.63541 1.01314 -0.47 0.13 0.15
H 2.32430 1.17085 -1.96302 0.18 -0.14 -0.08
H 3.87876 0.27066 -1.96281 -0.19 -0.04 0.13
H 4.29835 -1.95721 -0.16861 -0.32 0.11 0.00
H 2.77186 -2.75706 -0.67145 0.21 0.03 0.10
H 2.37736 -0.50067 -2.55962 0.10 0.15 0.03
H 3.05730 -2.39459 1.05326 0.10 0.04 -0.21
C -0.03491 -2.05554 0.59687 -0.72 -8.98 -0.62
O -0.12855 -3.23181 0.52061 0.55 6.95 0.42
F 1.00323 -1.11941 6.06049 -0.25 1.10 -1.78
C 0.86833 -0.26106 5.02094 0.30 0.47 1.55
F -0.15727 0.59094 5.25798 0.98 -1.00 -0.33
F 2.00553 0.45837 4.86793 -1.15 -0.88 0.05
S 0.52137 -1.15801 3.41131 0.63 -1.08 1.81
O 1.69165 -1.93770 3.05499 -1.39 0.93 0.02
O -0.78299 -1.77180 3.49132 1.06 0.59 -0.44
O 0.45694 0.13098 2.54295 -0.40 -0.16 -2.12

=====

35
Properties=species:S:1:pos:R:3:forces:R:3 method="wB97M-V/def2-TZVPD" de_lowest_ev=0.203 e_tot_ev=-26253.4175 lumo_ev=0.832 homo_energy_ev=-9.19 orbital_gap_ev=10.023 largest_force_ev_per_a=5.62
C -1.22062 -1.00838 3.56770 1.28 -4.42 0.28
C 0.02829 -0.78713 2.71871 -3.56 0.82 -0.48
C -0.65544 -0.55003 1.37747 0.49 5.59 -0.16
C 0.26396 -0.14016 0.27551 -1.66 2.05 -2.26
C 1.01445 1.22009 0.35448 0.64 -0.79 2.14
C 1.97134 1.47105 -0.81208 -1.53 2.92 0.26
C 2.84144 2.72434 -0.50451 -0.83 -2.07 0.75
N -0.51635 -0.14786 -1.00489 0.56 -1.67 -1.86
C -1.49169 0.74656 -1.26763 1.36 1.19 -1.14
C -2.07672 0.66689 -2.64119 0.94 0.74 -2.64
O -1.78757 1.64406 -0.51906 -0.76 0.61 1.06
P -0.06841 -1.27345 -2.39439 0.15 0.36 2.15
C -0.64025 -2.77417 -1.55443 -3.38 -0.65 -2.50
F 1.46873 -1.53310 -1.97305 0.26 0.27 -0.25
H -1.64916 -2.01721 3.32415 -0.13 0.93 -0.39
H -1.03384 -1.20814 4.58083 0.63 0.29 1.78
H -1.95700 -0.28795 3.50514 -1.26 1.66 -0.49
H 0.58326 -0.04841 3.23227 0.61 1.61 -0.39
H 0.70884 -1.53941 2.51688 1.06 -2.34 0.45
H -1.38289 0.35599 1.35157 0.86 -1.52 0.83
H -1.20825 -1.31154 0.95217 -1.08 -2.27 0.05
H 0.87274 -0.95649 0.07033 2.22 -1.03 0.14
H 1.57386 1.00503 1.29506 0.50 0.45 -0.50
H 0.46005 2.18014 0.69239 0.19 -1.88 -1.17
H 1.40476 1.76562 -1.69805 -0.38 -0.43 -0.08
H 2.62340 0.70974 -1.09680 0.73 -1.76 -0.17
H 3.58967 2.26732 0.12393 1.11 0.48 -0.04
H 2.25881 3.29914 0.22770 0.27 0.91 -0.99
H 3.19895 3.09806 -1.46810 0.10 0.70 0.77
H -2.87547 -0.00457 -2.54502 -1.49 -1.02 -0.32
H -1.39911 0.28441 -3.48920 -0.94 0.37 1.61
H -2.43831 1.61230 -3.09550 0.02 -0.29 1.10
H -0.95134 -3.64858 -2.16271 0.54 0.63 -0.51
H -1.55490 -2.65136 -1.00213 -0.38 0.67 0.44
H 0.04480 -3.16280 -0.93752 2.87 -1.09 2.55